1.
ORCA calculation (ωB97M-V with the def2-TZVPD basis set) on 12 unconnected molecules or ions with the total composition C32H90N2O24 at a distorted geometry.

## Properties
Gap between HOMO and LUMO in eV: 9.769
Energy in eV: -86755.360
SMILES: COCCNCCOC.COCCNCCOC.OCCO.OCCO.OCCO.OCCO.OCCO.OCCO.OCCO.OCCO.OCCO.OCCO
Highest occupied orbital energy in eV: -9.23
ΔE to the lowest compared entry with this formula, charge and spin in eV: 0.779
Maximum force in Eh/bohr: 0.0666

Structure (ORCA input):
```
! RIJCOSX wB97M-V def2-TZVPD def2/J DEFGRID3
* xyz 0 1
C -27.6929 -25.4063 -17.4650
O -26.5417 -24.8587 -16.8129
C -26.8682 -24.5774 -15.4403
C -25.7258 -23.9498 -14.6138
N -25.5699 -22.6078 -14.9575
C -24.5895 -21.8849 -14.0658
C -23.1262 -22.4401 -14.0741
O -22.5532 -22.2552 -15.3659
C -21.3395 -22.9591 -15.4531
H -28.6106 -24.8216 -17.4008
H -27.9428 -26.3778 -17.0386
H -27.4806 -25.5746 -18.5208
H -27.1472 -25.5263 -14.9821
H -27.7569 -23.9462 -15.4450
H -24.8305 -24.4440 -14.9911
H -25.9812 -24.1820 -13.5799
H -25.0972 -22.7134 -15.8437
H -24.9000 -21.7746 -13.0268
H -24.5985 -20.8698 -14.4626
H -23.0226 -23.4430 -13.6600
H -22.4944 -21.8420 -13.4174
H -20.5382 -22.5052 -14.8699
H -20.9608 -23.1258 -16.4615
H -21.4791 -24.0090 -15.1958
C -19.6822 -15.8557 -7.8572
O -20.7065 -16.5359 -8.5301
C -21.9658 -15.8241 -8.7038
C -22.7459 -16.1745 -10.0373
N -23.1584 -17.5645 -10.0168
C -23.7065 -17.9577 -11.2995
C -22.6331 -18.0495 -12.3946
O -21.7448 -19.0683 -11.9789
C -20.7008 -19.3378 -12.9140
H -19.9640 -15.8079 -6.8053
H -19.5316 -14.8249 -8.1779
H -18.8243 -16.5276 -7.8848
H -21.8077 -14.7500 -8.8000
H -22.5521 -15.9466 -7.7931
H -22.0003 -15.8879 -10.7790
H -23.6385 -15.5619 -10.1639
H -22.3509 -18.1703 -10.0473
H -24.5333 -17.3082 -11.5871
H -24.1689 -18.9398 -11.2009
H -21.9960 -17.1804 -12.5583
H -23.1142 -18.1925 -13.3621
H -20.1587 -18.4620 -13.2705
H -21.0218 -19.9179 -13.7792
H -19.9262 -19.9696 -12.4794
C -22.7537 -21.2698 -9.8525
C -21.3281 -21.1508 -9.4158
O -21.1223 -20.5077 -8.1060
O -23.3994 -22.1825 -9.0087
H -22.8346 -21.4958 -10.9158
H -23.1887 -20.2884 -9.6633
H -20.8398 -20.4715 -10.1145
H -20.8265 -22.1158 -9.4889
H -20.1839 -20.3374 -7.9965
H -23.3708 -21.8586 -8.1054
C -28.5318 -21.5016 -17.5408
C -27.9025 -20.3417 -16.7074
O -27.7668 -20.6921 -15.3276
O -29.8901 -21.6141 -17.2789
H -28.0070 -22.4480 -17.4106
H -28.3217 -21.1635 -18.5555
H -28.5214 -19.4530 -16.8312
H -26.8967 -20.1361 -17.0736
H -26.9632 -21.1929 -15.1691
H -29.9393 -21.6053 -16.3202
C -26.7590 -21.0943 -10.5436
C -27.2459 -22.2079 -11.5170
O -28.4335 -22.7047 -10.9788
O -26.1454 -21.7189 -9.4312
H -27.4680 -20.3366 -10.2099
H -26.0011 -20.5145 -11.0704
H -26.5611 -23.0537 -11.5787
H -27.5466 -21.7854 -12.4757
H -28.4214 -23.6615 -10.9013
H -25.2274 -21.7536 -9.7100
C -31.2560 -23.3359 -12.8868
C -30.1755 -23.7377 -13.8771
O -29.9088 -25.1915 -13.9420
O -32.4383 -24.0545 -13.1338
H -31.4902 -22.2775 -13.0004
H -30.9434 -23.5434 -11.8635
H -29.2552 -23.2234 -13.6003
H -30.5221 -23.4160 -14.8592
H -30.6363 -25.6015 -14.4155
H -32.2473 -24.9353 -12.8033
C -21.9416 -25.0858 -10.8714
C -23.1147 -25.6538 -11.6839
O -24.1762 -24.7573 -11.8770
O -22.2546 -24.7458 -9.5865
H -21.5424 -24.1918 -11.3505
H -21.1527 -25.8160 -10.6911
H -23.5324 -26.5389 -11.2040
H -22.8169 -26.0850 -12.6396
H -24.9751 -25.2714 -11.7391
H -22.9715 -24.1082 -9.6213
C -24.8674 -19.8094 -5.9879
C -24.3678 -18.6458 -6.9148
O -25.0885 -18.4403 -8.1535
O -24.8064 -20.9945 -6.8625
H -25.8833 -19.6408 -5.6306
H -24.2616 -19.8997 -5.0864
H -23.3427 -18.8066 -7.2488
H -24.3480 -17.6953 -6.3817
H -24.5801 -17.9750 -8.8217
H -25.3939 -20.8368 -7.6052
C -31.2158 -19.5817 -13.4865
C -30.0155 -19.7632 -12.5120
O -28.8511 -19.2688 -13.1547
O -30.9746 -20.2714 -14.6708
H -31.3578 -18.5145 -13.6571
H -32.1479 -19.9525 -13.0602
H -30.0361 -20.8374 -12.3285
H -30.0628 -19.1368 -11.6212
H -28.8152 -19.7654 -13.9755
H -31.1233 -19.5657 -15.3044
C -25.8540 -26.3395 -9.3304
C -25.8074 -25.0395 -8.5359
O -27.0225 -24.3235 -8.8798
O -26.3510 -26.1381 -10.6636
H -26.5253 -27.0575 -8.8591
H -24.9210 -26.8707 -9.5189
H -24.9436 -24.4336 -8.8094
H -25.7428 -25.1500 -7.4535
H -26.8685 -23.3820 -8.9867
H -27.0529 -25.5069 -10.4887
C -29.6778 -26.0192 -10.5488
C -29.4667 -27.4659 -10.1530
O -30.3443 -28.2784 -10.9230
O -28.8910 -25.5710 -11.6019
H -29.3441 -25.4092 -9.7093
H -30.7189 -25.7630 -10.7448
H -29.6728 -27.5469 -9.0857
H -28.4629 -27.8904 -10.1352
H -30.4485 -29.0781 -10.4022
H -29.3842 -25.5274 -12.4243
C -26.9342 -16.0952 -12.9089
C -26.2470 -17.2517 -13.6560
O -26.3276 -18.5013 -13.0228
O -27.0019 -14.9339 -13.7214
H -26.3638 -15.9579 -11.9903
H -27.9257 -16.5118 -12.7311
H -25.1625 -17.1467 -13.6253
H -26.6228 -17.3824 -14.6707
H -27.2579 -18.6410 -12.8316
H -27.5249 -14.3322 -13.1866
*
```

Atom charges from the Löwdin analysis, given in e for atoms 1 to 8: -0.112, -0.185, -0.196, -0.216, -0.051, -0.115, -0.204, -0.179

=====

2.
ORCA calculation (ωB97M-V with the def2-TZVPD basis set) on 11 unconnected molecules or ions with the total composition C32H91N5O17 at a distorted geometry.

## Properties
Gap between HOMO and LUMO (alpha / beta) in eV: 1.904 / 9.401
Energy in eV: -76908.196
Highest occupied orbital energy (alpha / beta) in eV: 0.23 / -7.30
ΔE to the lowest compared entry with this formula, charge and spin in eV: 0.000
Maximum force in Eh/bohr: 0.0617

Structure (ORCA input):
```
! RIJCOSX wB97M-V def2-TZVPD def2/J DEFGRID3
* xyz -1 2
C 24.7412 17.9554 12.1920
C 23.4554 18.2682 12.9053
C 23.6561 18.3120 14.4571
O 22.3731 18.1890 15.0111
C 22.2682 18.3361 16.3956
N 22.8697 19.5208 12.4052
H 25.5217 18.6788 12.4276
H 24.6485 17.8510 11.1109
H 25.0333 16.9851 12.5935
H 22.6954 17.5094 12.7192
H 24.1336 19.2268 14.8081
H 24.2814 17.5039 14.8366
H 22.7597 19.2605 16.6988
H 22.7958 17.4593 16.7711
H 21.2123 18.2877 16.6616
H 23.6029 20.2146 12.4396
H 22.2457 19.8698 13.1185
C 21.3807 27.0278 18.1855
C 21.1392 25.6318 18.6555
C 20.9950 24.5520 17.5270
O 20.0044 24.6922 16.3624
C 18.6786 24.6148 16.9041
N 22.2788 25.3234 19.4835
H 21.4123 27.7956 18.9586
H 20.5839 27.3006 17.4935
H 22.3343 26.9937 17.6586
H 20.2956 25.6357 19.3457
H 20.8961 23.5220 17.8697
H 21.8666 24.5348 16.8727
H 18.5367 25.2931 17.7454
H 18.4362 23.6483 17.3458
H 17.8483 24.7433 16.2096
H 22.4158 25.9453 20.2674
H 22.0452 24.4531 19.9396
C 17.0212 19.4940 12.3856
C 18.4092 20.1438 12.3167
C 19.1458 20.1262 13.6210
O 18.5300 20.9134 14.6818
C 19.0052 20.7402 16.0460
N 19.0932 19.4772 11.2177
H 16.4592 19.5033 11.4517
H 16.3196 20.0433 13.0134
H 16.9944 18.4814 12.7881
H 18.3056 21.1729 11.9728
H 20.1270 20.5627 13.4343
H 19.3421 19.1420 14.0465
H 18.9049 19.7360 16.4580
H 18.4039 21.3356 16.7331
H 20.0572 21.0223 16.0878
H 20.0900 19.4637 11.3796
H 18.7717 18.5208 11.1707
C 16.0606 17.2658 4.6812
C 15.1877 18.4754 5.1528
C 15.9282 19.5140 6.0746
O 16.0210 18.9651 7.3550
C 17.1000 19.3584 8.1336
N 14.7814 19.0180 3.9456
H 16.5851 16.7464 5.4831
H 16.9008 17.7015 4.1405
H 15.4300 16.5646 4.1346
H 14.3336 18.0440 5.6748
H 15.4014 20.4678 6.1036
H 16.9368 19.7580 5.7411
H 17.0647 20.4400 8.2640
H 18.0233 19.0145 7.6674
H 17.1417 18.9489 9.1428
H 15.1251 19.9674 3.9206
H 15.1754 18.4699 3.1942
C 17.5101 24.8814 7.3605
C 16.5535 24.5856 8.4838
C 16.4370 23.1221 8.8749
O 15.3855 22.9161 9.7530
C 14.8955 21.6341 9.9196
N 17.0050 25.4029 9.5921
H 17.0033 24.6503 6.4235
H 18.4665 24.3675 7.2640
H 17.6628 25.9570 7.2714
H 15.6047 25.0002 8.1433
H 17.3565 22.7586 9.3337
H 16.1503 22.6987 7.9122
H 14.4546 21.1800 9.0322
H 14.1373 21.5838 10.7011
H 15.6714 20.9222 10.2010
H 16.4792 25.2896 10.4469
H 17.9219 25.0790 9.8650
C 22.2261 23.6112 13.6556
C 23.1305 23.0286 14.7463
O 24.0040 21.9944 14.2049
O 22.9615 24.5296 12.8268
H 21.4774 24.2314 14.1483
H 21.8733 22.7529 13.0838
H 22.5670 22.5956 15.5728
H 23.7474 23.8435 15.1251
H 24.6982 21.8693 14.8561
H 23.0752 25.3701 13.2766
C 19.2405 16.1804 14.1391
C 19.7132 16.2258 12.6125
O 18.5782 16.5978 11.8986
O 18.5115 14.9921 14.3956
H 18.5260 16.9679 14.3785
H 19.9934 16.1711 14.9272
H 20.0579 15.2740 12.2085
H 20.5073 16.8972 12.2860
H 17.8352 16.3015 12.4292
H 18.2645 15.0505 15.3215
C 19.5444 17.4830 18.9947
C 19.9550 18.5139 20.1058
O 21.1923 18.2010 20.7793
O 19.2740 16.3008 19.7093
H 20.4348 17.3512 18.3800
H 18.7013 17.8555 18.4129
H 19.1762 18.7894 20.8169
H 20.0353 19.4831 19.6137
H 21.1396 17.3694 21.2560
H 18.3214 16.2326 19.8066
C 21.9570 20.5606 9.2339
C 20.6583 20.9578 8.4262
O 19.6283 21.4798 9.2489
O 21.8329 19.2795 9.8625
H 22.1167 21.2382 10.0726
H 22.8948 20.5957 8.6795
H 20.3650 20.1598 7.7441
H 20.9978 21.7586 7.7691
H 19.3645 20.8899 9.9589
H 22.3811 19.2884 10.6505
C 14.6416 21.0508 15.9616
C 15.1109 22.3191 15.2078
O 16.1345 22.0735 14.2905
O 15.5898 20.6263 16.9224
H 14.5497 20.2384 15.2406
H 13.6510 21.1503 16.4054
H 15.2760 23.1576 15.8844
H 14.2274 22.6977 14.6938
H 16.7083 21.3430 14.5328
H 15.7173 21.3976 17.4796
C 13.8380 17.3602 9.5648
C 13.4724 18.2248 10.7884
O 12.2096 17.7617 11.3228
O 14.3806 16.1176 9.9698
H 14.6787 17.7149 8.9685
H 13.0584 17.1902 8.8222
H 13.4477 19.2421 10.3977
H 14.2953 18.3140 11.4975
H 12.2181 18.1620 12.1953
H 14.8407 15.7474 9.2129
*
```

Atom charges from the Löwdin analysis, given in e for atoms 1 to 8: -0.059, -0.394, -0.195, -0.225, -0.108, 0.062, 0.084, 0.081

=====

3.
ORCA calculation (ωB97M-V with the def2-TZVPD basis set) on 7 unconnected molecules or ions with the total composition C32H93N14O12P5 at a distorted geometry.

## Properties
Gap between HOMO and LUMO in eV: 8.103
Energy in eV: -126563.867
SMILES: CN(C)P(=O)(N(C)C)N(C)C.CN(C)P(=O)(N(C)C)N(C)C.CN(C)P(=O)(N(C)C)N(C)C.CN(C)P(=O)(N(C)C)N(C)C.CCOP(=O)(OCC)OCC.C[N+](=O)[O-].C[N+](=O)[O-]
Highest occupied orbital energy in eV: -8.11
Maximum force in Eh/bohr: 0.0657

Structure (ORCA input):
```
! RIJCOSX wB97M-V def2-TZVPD def2/J DEFGRID3
* xyz 0 1
O -2.6412 21.5452 8.2268
P -1.7231 21.3484 7.0382
N -2.1446 22.1310 5.6599
C -1.1748 22.4812 4.5364
C -3.6193 22.1805 5.3284
N -1.7604 19.7427 6.4812
C -2.8671 18.9543 6.8619
C -1.1667 19.1727 5.2054
N -0.0594 21.6349 7.3714
C 0.2730 22.9951 7.7450
C 0.9801 20.6133 7.4666
H -0.2377 21.9335 4.6356
H -0.9743 23.5444 4.4038
H -1.4604 22.1435 3.5402
H -4.2103 22.0188 6.2298
H -3.8061 21.3438 4.6553
H -3.8624 23.1268 4.8453
H -3.8029 19.3538 6.4712
H -2.8164 17.9125 6.5453
H -2.8242 18.9470 7.9510
H -1.8144 19.1470 4.3291
H -0.2726 19.6947 4.8647
H -0.7815 18.1989 5.5078
H 1.3017 23.2256 7.4681
H -0.2581 23.6449 7.0495
H 0.1066 23.2546 8.7905
H 1.9509 21.1075 7.4268
H 0.8903 19.8670 6.6772
H 0.8229 20.1755 8.4523
O 9.2969 16.3515 18.7394
P 8.7470 17.6757 18.2957
N 9.7017 18.6142 17.2693
C 11.0474 18.9405 17.6874
C 9.3958 19.0250 15.8013
N 8.4894 18.7292 19.6812
C 8.6818 20.2811 19.7465
C 8.6456 18.1437 21.0708
N 7.2160 17.6698 17.4383
C 6.9542 16.6562 16.3690
C 6.3630 18.8012 17.3180
H 11.2278 20.0148 17.6490
H 11.8103 18.4913 17.0515
H 11.1974 18.7048 18.7410
H 8.7591 19.8861 16.0045
H 8.8630 18.1709 15.3835
H 10.2617 19.4144 15.2658
H 9.6523 20.5819 20.1411
H 8.5589 20.6058 18.7132
H 7.9499 20.7358 20.4142
H 9.7208 18.0233 21.2034
H 8.2487 18.8226 21.8255
H 8.2686 17.1211 21.0576
H 6.0650 16.1007 16.6671
H 6.8764 17.0860 15.3703
H 7.8564 16.0467 16.3164
H 6.0289 18.9692 18.3418
H 5.4328 18.4744 16.8532
H 6.7455 19.7056 16.8448
O 4.9760 11.5936 9.2334
P 6.0298 11.6405 8.1739
N 7.2633 12.7581 8.4077
C 8.5722 12.3558 8.8790
C 6.7576 14.1161 8.8349
N 5.3717 12.1900 6.6784
C 4.0046 11.6773 6.4842
C 6.1509 12.6163 5.4746
N 6.8432 10.1758 7.9014
C 7.2201 9.2246 8.9397
C 7.6642 9.8851 6.6491
H 9.1489 13.2485 9.1211
H 9.1278 11.7477 8.1651
H 8.5252 11.7949 9.8124
H 6.0628 14.3714 8.0347
H 7.4694 14.9043 9.0801
H 6.4064 13.9473 9.8529
H 3.8228 11.0039 5.6466
H 3.4830 11.4250 7.4075
H 3.4331 12.5505 6.1696
H 7.1818 12.5667 5.8253
H 6.1024 11.9100 4.6458
H 5.8010 13.5340 5.0018
H 8.2072 9.5731 9.2435
H 6.4871 9.0917 9.7355
H 7.1900 8.1839 8.6172
H 7.1087 10.1955 5.7641
H 7.8040 8.8057 6.5913
H 8.5456 10.4979 6.4600
O -6.5120 10.2539 5.8318
P -6.4927 9.4867 7.1103
N -4.9876 8.5767 7.3325
C -4.7730 7.4313 6.4951
C -3.7301 9.2038 7.6711
N -7.7307 8.3105 7.2347
C -8.9678 8.5871 6.4753
C -7.7231 7.2738 8.3654
N -6.6075 10.5041 8.4988
C -6.2072 11.8996 8.4497
C -6.4979 9.8949 9.8801
H -3.7516 7.3267 6.1294
H -5.4996 7.4336 5.6826
H -4.9345 6.6606 7.2488
H -3.0730 8.5238 8.2133
H -3.8118 9.9495 8.4618
H -3.1873 9.5948 6.8105
H -9.8391 8.5776 7.1302
H -8.9643 9.5696 6.0032
H -9.1518 7.8631 5.6816
H -6.7864 6.9864 8.8428
H -8.4558 7.6831 9.0610
H -8.1542 6.3408 8.0026
H -6.5825 12.3709 7.5413
H -6.8106 12.3095 9.2596
H -5.1703 12.0908 8.7261
H -7.0472 8.9610 9.9994
H -7.0180 10.5912 10.5379
H -5.5174 10.0606 10.3264
C 0.8148 14.6581 13.2704
N -0.3559 14.3936 12.3409
O -0.6092 15.2818 11.5066
O -1.0361 13.3788 12.4359
H 0.6897 15.6890 13.6015
H 1.6991 14.6608 12.6331
H 0.8479 13.9415 14.0911
C -3.0087 21.3884 15.1454
N -2.5669 20.1235 14.5296
O -1.3605 20.0639 14.1874
O -3.3722 19.1603 14.5810
H -4.0963 21.3623 15.2136
H -2.7376 22.2203 14.4953
H -2.3924 21.3371 16.0430
C -0.2251 7.4099 14.7934
C 0.8799 6.8105 15.4853
O 0.6902 6.6792 16.9034
P -0.6134 6.5338 17.8400
O -0.3329 5.7123 19.0136
O -1.0485 8.0345 18.2260
C -0.0738 8.7848 18.8772
C -0.6630 9.2488 20.2009
O -1.8366 6.0053 16.8808
C -3.0266 5.3862 17.3523
C -2.9141 4.0348 18.1417
H 0.0136 7.8958 13.8474
H -1.0077 6.6599 14.6789
H -0.6445 8.1526 15.4721
H 1.3284 5.8707 15.1634
H 1.6674 7.5564 15.3776
H 0.9017 8.3445 19.0837
H 0.0615 9.6063 18.1737
H -1.1386 10.2225 20.0837
H -1.4096 8.5722 20.6167
H 0.0502 9.4752 20.9934
H -3.5393 6.0462 18.0520
H -3.6620 5.0490 16.5333
H -2.2487 4.0637 19.0046
H -3.9139 3.8260 18.5225
H -2.5564 3.1683 17.5855
*
```

Atom charges from the Löwdin analysis, given in e for atoms 1 to 8: -0.308, 0.554, -0.290, -0.093, -0.077, -0.305, -0.165, -0.094

=====

- The highest maximum force belongs to which entry?
  C32H90N2O24

=====

- Number 1 is which compound?
  C32H90N2O24

=====

- Among the records above, which one has the highest energy?
  C32H91N5O17

=====

- What is the maximum force in the third record?
  0.0657 Eh/bohr